Density functional theory data (ωB97M-V with the def2-TZVPD basis set) for a cluster of 2 separate species, C5H13NO in total at a distorted geometry.

Atoms and positions in Å:
C (2.440, 1.012, 1.208)
C (1.104, 0.349, 1.618)
O (0.086, 0.473, 0.980)
N (1.116, -0.194, 2.884)
H (3.198, 0.281, 1.350)
H (2.686, 1.899, 1.797)
H (0.270, -0.400, 3.391)
H (2.014, -0.223, 3.331)
H (2.308, 1.199, 0.145)
C (-1.843, -0.318, -1.213)
C (-1.296, -1.723, -1.590)
C (-0.972, 0.835, -1.706)
H (-2.771, -0.055, -1.734)
H (-2.070, -0.132, -0.164)
H (-2.046, -2.531, -1.382)
H (-0.576, -2.071, -0.798)
H (-1.258, 1.047, -2.707)
H (-1.296, 1.754, -1.154)
H (-1.166, -1.744, -2.661)
H (0.071, 0.542, -1.596)

Calculated values
- E_LUMO: 0.795 eV
- ΔE to the lowest compared entry with this formula, charge and spin: 84.8 kJ/mol
- SMILES: CC(N)=O.CCC
- HOMO energy: -0.36159 hartree